Record 1
This record from OMol25 describes a cluster of 2 separate species, CH4NO2S in total at a distorted geometry. The level of theory is ωB97M-V/def2-TZVPD.

Element x y z (Å)
C  -0.9481  1.6377  -0.0294
N  1.3530  -1.5324  0.2701
O  2.5026  0.6785  1.2459
O  2.5784  0.2876  -1.2050
S  1.7301  0.3181  0.0283
H  -0.9120  1.8542  -1.0985
H  -0.5473  2.5727  0.3978
H  0.4232  -1.9116  0.0671
H  1.7352  -2.1085  0.9710

Expectation value of S²: 2.01
HOMO-LUMO gap (spin up / spin down): 7.54 / 6.12 eV
E: -17517.848 eV
Relative energy (zero: lowest compared OMol25 entry of this formula, charge and spin): 53.2 kcal/mol
Net charge: -1
Multiplicity: 3



Record 2
This record from OMol25 describes a cluster of 2 separate species, CH4NO2SSi in total at a distorted geometry. The level of theory is ωB97M-V/def2-TZVPD.

Element x y z (Å)
C  0.9089  0.6046  0.9698
N  -1.2164  0.3583  -2.1167
O  0.9016  1.6734  0.4173
O  1.7231  -0.3973  0.9917
Si  0.2815  -0.7194  2.0385
S  0.5670  -0.9601  4.0391
H  -1.4192  1.1222  -2.7060
H  -0.2884  0.4123  -1.8637
H  -0.1996  -1.7002  0.9909
H  -1.2584  -0.3938  -2.7609

HOMO-LUMO gap: 7.70 eV
E: -25402.285 eV
Relative energy (zero: lowest compared OMol25 entry of this formula, charge and spin): 35.1 kcal/mol
Net charge: -1



Record 3
This record from OMol25 describes the ion CH4NO2Si with charge -1 at a distorted geometry. The level of theory is ωB97M-V/def2-TZVPD.

Element x y z (Å)
N  1.3871  -0.4558  -0.2493
Si  0.0728  0.4862  0.5905
C  -1.4082  0.1850  -0.5270
O  -1.4826  -1.0516  -0.6690
O  -2.0395  1.1855  -0.8701
H  0.8810  -0.9788  -1.0389
H  1.8010  -1.1632  0.3454
H  0.6449  1.7945  0.4453
H  0.1435  -0.0017  1.9730

HOMO-LUMO gap: 7.63 eV
Structure (SMILES): N[SiH2]C(=O)[O-]
E: -14566.120 eV
Relative energy (zero: lowest compared OMol25 entry of this formula, charge and spin): 9.4 kcal/mol
Net charge: -1



Record 4
This record from OMol25 describes the molecule CH4NO3P at a distorted geometry. The level of theory is ωB97M-V/def2-TZVPD.

Element x y z (Å)
O  -2.7014  0.5360  -0.4462
C  -1.9506  -0.1824  0.1752
N  -0.6122  -0.1735  0.2668
P  0.7875  0.7777  -0.2467
O  1.5450  -0.3673  -1.2489
O  1.5767  0.4328  1.1497
H  -2.2691  -1.0961  0.6559
H  -0.1508  -1.0242  0.5640
H  1.8131  -0.2116  -2.2135
H  1.9618  1.3086  1.3439

HOMO-LUMO gap: 10.41 eV
Structure (SMILES): O=CNP(O)O
E: -18024.167 eV
Relative energy (zero: lowest compared OMol25 entry of this formula, charge and spin): 15.0 kcal/mol



Record 5
This record from OMol25 describes a structure of composition CH4NO3P at a distorted geometry. The level of theory is ωB97M-V/def2-TZVPD.

Element x y z (Å)
C  1.8989  0.5629  -0.0604
N  -2.4733  -0.1714  -0.0797
O  1.1158  0.0981  -1.1806
O  1.4286  -0.3946  0.9642
O  -1.1236  0.1384  0.2128
P  0.1496  -0.9180  -0.2003
H  2.9051  0.3362  -0.3155
H  1.5252  1.5486  0.3899
H  -2.4293  -1.2018  -0.4744
H  -2.9969  0.0016  0.7441

HOMO-LUMO gap: 9.93 eV
E: -18021.008 eV
Relative energy (zero: lowest compared OMol25 entry of this formula, charge and spin): 87.9 kcal/mol



Record 6
This record from OMol25 describes a cluster of 2 separate species, CH4NO3PS in total at a distorted geometry. The level of theory is ωB97M-V/def2-TZVPD.

Element x y z (Å)
C  1.4311  2.0355  0.1537
N  -0.3318  -0.1283  1.4282
O  0.7756  -1.7659  -0.1939
O  -1.4809  -0.8547  -0.7795
O  1.4376  0.8462  0.5416
P  -0.5587  -1.3113  0.4622
S  2.5777  2.8095  -0.8996
H  0.4149  2.5654  0.2036
H  -1.1405  0.4554  1.5684
H  1.4395  -1.3468  0.4191
H  -1.1345  -1.1318  -1.5867

HOMO-LUMO gap (spin up / spin down): 8.09 / 4.63 eV
E: -28855.376 eV
Relative energy (zero: lowest compared OMol25 entry of this formula, charge and spin): 85.9 kcal/mol



Record 7
This record from OMol25 describes the molecule CH4NO3PS at a distorted geometry. The level of theory is ωB97M-V/def2-TZVPD.

Element x y z (Å)
N  -0.4737  -2.3374  0.3808
P  -0.3143  -0.8109  0.1049
O  0.0372  -0.5432  -1.4697
O  -1.5268  0.0738  0.4517
O  1.0452  0.3419  0.6424
C  1.1252  1.6065  0.2290
S  -0.0765  2.4725  -0.3630
H  -1.0406  -2.3581  1.2698
H  0.2813  -1.4897  -1.7761
H  -1.2832  0.9830  0.2810
H  2.2259  2.0617  0.2493

HOMO-LUMO gap: 9.69 eV
Structure (SMILES): N=P(O)(O)OC=S
E: -28859.101 eV
Relative energy (zero: lowest compared OMol25 entry of this formula, charge and spin): 0.0 kcal/mol



Record 8
This record from OMol25 describes a structure of composition CH4NO4P at a distorted geometry. The level of theory is ωB97M-V/def2-TZVPD.

Element x y z (Å)
C  0.2540  0.4239  0.2831
N  0.6054  -0.8005  0.8497
O  0.5955  -3.9248  -1.5464
O  -1.1123  -2.4672  -0.0264
O  -0.3943  -1.7244  -2.4189
O  1.3605  -1.9168  -0.3511
P  0.0269  -2.5218  -1.2314
H  0.6936  1.3429  0.7544
H  0.5438  0.5339  -0.7786
H  -0.8441  0.5065  0.2591
H  -0.2159  -1.5599  0.8673

HOMO-LUMO gap: 6.40 eV
E: -20069.431 eV
Relative energy (zero: lowest compared OMol25 entry of this formula, charge and spin): 55.8 kcal/mol
Net charge: -2



Record 9
This record from OMol25 describes a cluster of 2 separate species, CH4NO4S2 in total at a distorted geometry. The level of theory is ωB97M-V/def2-TZVPD.

Element x y z (Å)
C  1.7079  -1.5636  0.1500
N  -1.6481  1.9243  -0.6220
O  0.0949  0.3055  -1.3533
O  -0.2109  -2.7915  1.2139
O  -0.6668  0.2383  0.9747
O  0.7174  2.0909  0.2004
S  0.1006  -1.7942  0.1610
S  -0.2268  1.0662  -0.1614
H  2.3562  -2.0124  0.8868
H  2.0975  -0.8639  -0.5592
H  -2.1971  1.2465  -1.1274
H  -2.1249  2.1540  0.2365

HOMO-LUMO gap: 8.36 eV
E: -32452.882 eV
Relative energy (zero: lowest compared OMol25 entry of this formula, charge and spin): 1.1 kcal/mol
Net charge: -1



Record 10
This record from OMol25 describes the molecule CH4NOP at a distorted geometry. The level of theory is ωB97M-V/def2-TZVPD.

Element x y z (Å)
C  1.4098  0.3286  0.2349
N  -1.9625  0.4599  -0.0410
O  -0.5993  -1.6634  -0.0564
P  -0.3878  -0.0025  0.1121
H  1.7795  1.4036  0.1065
H  -2.1805  1.4551  -0.2573
H  -1.4726  -1.8377  -0.2463
H  1.9057  -0.5922  0.2996

HOMO-LUMO gap: 8.80 eV
E: -13925.849 eV
Relative energy (zero: lowest compared OMol25 entry of this formula, charge and spin): 61.9 kcal/mol



Record 11
This record from OMol25 describes a cluster of 2 separate species, CH4NOP in total at a distorted geometry. The level of theory is ωB97M-V/def2-TZVPD.

Element x y z (Å)
C  -0.6192  -0.8521  0.6797
N  0.1494  0.1818  0.3353
O  -1.3577  -1.3648  -0.1263
P  0.4361  0.8804  -1.1487
H  -0.5375  -1.1547  1.7340
H  1.3021  0.6241  1.6673
H  0.5414  -0.3017  -1.8925
H  -0.9143  1.0568  -1.4858

HOMO-LUMO gap: 8.21 eV
E: -13924.083 eV
Relative energy (zero: lowest compared OMol25 entry of this formula, charge and spin): 102.6 kcal/mol



Record 12
This record from OMol25 describes a cluster of 2 separate species, CH4NOP in total at a distorted geometry. The level of theory is ωB97M-V/def2-TZVPD.

Element x y z (Å)
C  2.3040  -0.4258  -0.3475
N  -0.9981  0.5176  -0.1032
O  2.6046  -0.4897  0.9584
P  3.0482  0.9639  0.0477
H  -0.6209  -0.2934  0.3909
H  1.4620  -0.9292  -0.8235
H  -0.5788  0.6256  -1.0207
H  -2.0727  0.5332  -0.0051

Expectation value of S²: 2.01
HOMO-LUMO gap (spin up / spin down): 7.21 / 8.66 eV
E: -13923.622 eV
Relative energy (zero: lowest compared OMol25 entry of this formula, charge and spin): 21.2 kcal/mol
Multiplicity: 3